Here is a structure of composition C14H43O9V2 from OMol25. Energies are from the ωB97M-V functional and the def2-TZVPD basis.

Geometry (Å):
V: -2.2247 -3.3395 0.5645
V: 0.3466 -3.1535 2.8082
C: -2.3854 -4.3392 -2.8487
O: -2.0619 -3.9277 -1.5379
H: -1.5097 -4.5905 -3.4471
H: -3.1356 -5.1247 -2.7569
H: -2.8709 -3.5293 -3.3932
C: -0.4132 -0.9619 0.0802
O: -0.6927 -1.7337 1.2591
H: -0.5467 -1.5457 -0.8306
H: -0.9736 -0.0306 -0.0015
H: 0.6518 -0.7405 0.0107
O: -0.9499 -4.5632 1.7160
H: -0.8837 -4.9398 0.8169
C: 4.1970 -2.7223 2.0430
C: 3.1840 -2.9205 0.8690
O: 2.1012 -3.7102 1.3734
H: 4.6999 -3.6596 2.2811
H: 3.8818 -2.2504 2.9736
H: 4.9402 -2.0455 1.6216
H: 3.7236 -3.4011 0.0529
H: 2.6683 -2.0186 0.5394
H: 1.6014 -3.9007 0.5762
C: -1.7172 2.3661 -2.8420
C: -2.2679 1.2802 -3.8154
O: -1.4239 0.1830 -3.8321
H: -0.6814 2.5377 -3.1349
H: -1.7537 2.1054 -1.7843
H: -2.3071 3.2806 -2.7807
H: -2.5786 1.5866 -4.8143
H: -3.2469 1.0946 -3.3736
H: -1.2459 -0.2245 -2.9813
C: 3.4361 -0.2179 -2.6482
C: 4.3824 0.0858 -1.5308
O: 5.6659 0.3697 -2.0144
H: 3.1213 0.7502 -3.0376
H: 2.5559 -0.7303 -2.2599
H: 3.8043 -0.8468 -3.4587
H: 4.4597 -0.7470 -0.8319
H: 4.0138 0.9821 -1.0320
H: 6.4103 0.3540 -1.4085
C: 1.0843 0.7408 3.4998
C: 1.9826 -0.3768 3.0690
O: 1.6991 -1.5354 3.8117
H: 1.3021 1.6770 2.9859
H: 1.1711 1.0895 4.5288
H: 0.0250 0.6508 3.2592
H: 3.0283 -0.1006 3.2048
H: 1.9286 -0.7101 2.0326
H: 2.0993 -1.4047 4.6745
C: -0.9184 3.8979 0.5258
C: 0.3591 4.7302 0.0970
O: 0.0696 6.0922 0.4340
H: -0.8748 2.8563 0.2079
H: -1.8694 4.3692 0.2776
H: -0.9223 3.8440 1.6145
H: 0.5644 4.7147 -0.9734
H: 1.2842 4.3940 0.5651
H: -0.1347 6.7021 -0.2787
C: -6.0795 1.2341 1.1359
C: -4.7120 1.8791 1.0479
O: -3.8150 0.8527 0.6303
H: -5.9751 0.4038 1.8344
H: -6.4356 0.8411 0.1836
H: -6.7924 1.9567 1.5328
H: -4.4361 2.1459 2.0681
H: -4.6321 2.6911 0.3252
H: -2.9750 1.3033 0.5163

Results
- total energy (a.u.) = -3124.11331
- HOMO (spin up / spin down) (eV) = -4.7959 / -8.3544
- 2S+1 = 8
- ⟨S²⟩ = 15.76
- LUMO level (spin up / spin down) (eV) = 0.175 / -0.094
- gap between HOMO and LUMO (spin up / spin down) (hartree) = 0.1827 / 0.3036

---

Here is a cluster of 8 separate species, C14H46N2O8 in total from OMol25. Energies are from the ωB97M-V functional and the def2-TZVPD basis.

Geometry (Å):
C: -5.8217 0.7972 7.3585
O: -5.5803 1.4042 6.0855
C: -5.6752 0.5163 4.9458
C: -7.1083 0.0756 4.5955
C: -7.3115 -1.0618 3.6142
N: -7.8226 1.1877 4.1536
H: -5.7041 1.5800 8.1079
H: -5.0448 0.0524 7.5307
H: -6.8068 0.3391 7.4474
H: -5.0378 0.9901 4.1991
H: -5.2234 -0.4417 5.2032
H: -7.4300 -0.2058 5.5982
H: -7.1655 -2.0895 3.9469
H: -6.5805 -0.9148 2.8192
H: -8.2577 -1.0730 3.0732
H: -7.3660 2.0372 4.4535
H: -8.7207 1.2438 4.6123
C: 9.3615 1.3308 4.0978
O: 8.1418 0.9974 3.3984
C: 7.1239 0.8869 4.3467
C: 5.7507 0.8148 3.5092
C: 5.4959 2.0713 2.8058
N: 4.5870 0.4722 4.3155
H: 10.0914 1.5151 3.3095
H: 9.6172 0.4404 4.6723
H: 9.3438 2.1496 4.8171
H: 7.3547 0.0309 4.9808
H: 7.0645 1.7624 4.9932
H: 5.7279 -0.0216 2.8106
H: 6.3270 2.2923 2.1361
H: 5.5011 2.8423 3.5763
H: 4.5377 2.2663 2.3243
H: 3.7861 0.5900 3.7116
H: 4.5915 -0.5375 4.3410
C: 1.6187 -7.1747 -4.1118
C: 2.9423 -6.4571 -4.3785
O: 3.6995 -7.1648 -5.3294
H: 1.8110 -8.2141 -3.8459
H: 1.0703 -7.2400 -5.0516
H: 0.9098 -6.7551 -3.3980
H: 3.5129 -6.1617 -3.4980
H: 2.6756 -5.4764 -4.7725
H: 3.8917 -8.0321 -4.9654
C: -1.7411 0.7982 -2.1099
C: -1.4316 -0.7079 -1.8255
O: -0.0958 -0.9544 -1.3482
H: -2.7974 1.0345 -1.9816
H: -1.3797 1.0781 -3.0994
H: -1.1538 1.4161 -1.4307
H: -1.5363 -1.2184 -2.7829
H: -2.1685 -1.1011 -1.1252
H: -0.1461 -1.6750 -0.7160
C: 3.9479 3.8032 -8.3201
C: 4.7840 4.3948 -9.5146
O: 3.9663 4.8128 -10.5167
H: 2.9032 4.1075 -8.2563
H: 4.3660 4.0418 -7.3422
H: 3.9037 2.7153 -8.3720
H: 5.5840 3.7814 -9.9291
H: 5.1656 5.2798 -9.0054
H: 3.2771 5.3543 -10.1250
O: -8.6040 3.0588 -1.3285
H: -8.8338 3.9456 -1.0508
H: -8.5934 2.5488 -0.5186
O: 0.1586 -5.5665 1.9765
H: 0.5105 -5.7675 2.8436
H: -0.4201 -6.3021 1.7759
O: -8.1887 3.1910 -6.3323
H: -8.0437 3.0999 -5.3905
H: -7.3111 3.1670 -6.7137

Results
- total energy (a.u.) = -1272.25641
- structure (SMILES) = COC[C@H](C)N.COC[C@H](C)N.CCO.CCO.CCO.O.O.O
- HOMO (eV) = -9.3429
- energy above the lowest of the compared OMol25 structures with the same formula, charge and spin (kcal/mol) = 86.6
- LUMO level (eV) = 0.467
- gap between HOMO and LUMO (hartree) = 0.3605

---

Here is a cluster of 10 separate species, C14H47NO10 in total from OMol25. Energies are from the ωB97M-V functional and the def2-TZVPD basis.

Geometry (Å):
C: 1.6025 5.6137 -0.6323
C: 0.7774 4.7259 -1.5983
C: -0.0847 5.7762 -2.3863
C: 1.7682 4.0010 -2.5370
C: 1.1294 2.9734 -3.4311
C: 0.4615 1.8424 -2.4803
C: -0.5833 2.4699 -1.4958
C: -1.9067 2.8282 -2.1979
C: -0.9242 1.3944 -0.4327
N: -0.0161 3.6641 -0.7961
O: -0.9099 4.2441 0.0371
H: 2.2486 6.3745 -1.0702
H: 0.9654 6.2348 -0.0026
H: 2.1643 4.9998 0.0717
H: 0.4876 6.4998 -2.9666
H: -0.7608 5.3927 -3.1505
H: -0.7898 6.2467 -1.7010
H: 2.1969 4.7673 -3.1828
H: 2.6095 3.6089 -1.9654
H: 0.2728 3.3620 -3.9819
H: 1.9084 2.6240 -4.1087
H: 1.3386 1.4490 -1.9664
H: -0.1908 1.1825 -3.0522
H: -2.3520 1.8641 -2.4434
H: -1.9079 3.3600 -3.1493
H: -2.5906 3.3295 -1.5131
H: -0.0699 0.8229 -0.0698
H: -1.7779 0.7662 -0.6869
H: -1.1422 1.8738 0.5216
H: -0.5133 4.0522 0.8900
C: -2.1688 -1.2382 -3.9236
O: -2.1938 -1.5514 -2.5241
H: -1.3420 -0.5596 -4.1330
H: -2.0988 -2.2112 -4.4101
H: -3.1187 -0.8065 -4.2390
H: -1.3521 -1.9933 -2.3898
C: -0.9558 -0.9422 4.6870
O: 0.1054 -1.8867 4.5643
H: -1.6295 -1.2760 5.4763
H: -0.4591 0.0031 4.9054
H: -1.6091 -0.8011 3.8260
H: -0.1388 -2.7561 4.2387
C: 3.0872 -3.7627 3.5182
O: 2.0645 -3.0912 2.7255
H: 3.6127 -4.5180 2.9338
H: 3.8886 -3.0682 3.7702
H: 2.6809 -4.1563 4.4499
H: 1.4197 -2.6228 3.2606
C: -1.7572 -4.6902 2.9082
O: -0.4866 -4.0970 2.8308
H: -1.7965 -5.5135 3.6215
H: -2.4178 -3.8425 3.0902
H: -1.9999 -5.1150 1.9342
H: -0.5353 -3.3711 2.2044
C: 1.2251 -5.1748 0.0123
O: 1.7330 -3.8353 -0.1147
H: 2.0337 -5.8915 -0.1319
H: 0.5838 -5.3721 0.8713
H: 0.6657 -5.4087 -0.8935
H: 2.0896 -3.7010 0.7665
O: 1.2602 -0.1223 1.9091
H: 1.5285 0.5174 1.2495
H: 2.0483 -0.2741 2.4307
O: 0.5546 -1.8925 -1.3124
H: 0.8781 -1.7879 -2.2071
H: 1.1047 -2.5802 -0.9372
O: -3.1318 -1.0832 1.4344
H: -3.5897 -1.3942 0.6534
H: -2.2301 -1.3831 1.3191
O: -0.6169 -1.8705 1.2222
H: 0.0724 -1.3205 1.5945
H: -0.4195 -1.9018 0.2861

Results
- total energy (a.u.) = -1368.61880
- structure (SMILES) = CC1(C)CCCC(C)(C)N1O.CO.CO.CO.CO.CO.O.O.O.O
- HOMO (eV) = -8.2111
- energy above the lowest of the compared OMol25 structures with the same formula, charge and spin (kcal/mol) = 6.0
- LUMO level (eV) = 0.331
- gap between HOMO and LUMO (hartree) = 0.3139

---

Here is a cluster of 10 separate species, C14H48O17 in total from OMol25. Energies are from the ωB97M-V functional and the def2-TZVPD basis.

Geometry (Å):
O: 5.1483 -2.7236 3.0584
C: 3.8842 -2.2670 3.5393
C: 2.6970 -2.9704 2.7678
O: 1.4287 -2.5414 3.1557
H: 5.5212 -2.0599 2.5063
H: 3.8951 -2.4561 4.6477
H: 3.7120 -1.2200 3.5076
H: 2.8759 -4.0666 2.8209
H: 2.5543 -2.7108 1.7415
H: 0.7787 -3.0736 2.7167
O: 1.9234 2.6863 -2.9352
C: 0.9640 1.6734 -3.3526
C: 1.2733 1.1168 -4.7888
O: 0.4286 0.3063 -5.4764
H: 1.8147 3.4972 -3.4769
H: 1.0011 0.8131 -2.6421
H: -0.0038 2.1043 -3.3080
H: 2.1940 0.6012 -4.6483
H: 1.4505 1.9371 -5.3700
H: 0.8125 0.0466 -6.3633
O: -1.4721 -2.4353 6.1834
C: -1.5960 -1.7543 4.9514
C: -3.1529 -1.4752 4.7130
O: -3.4339 -0.6998 3.6089
H: -0.5976 -2.8986 6.2504
H: -0.9784 -0.8806 4.8247
H: -1.2575 -2.3835 4.0837
H: -3.5094 -0.8661 5.5323
H: -3.8617 -2.3167 4.8968
H: -4.2496 -0.2009 3.6111
O: 1.3632 -3.2319 -0.3834
C: 1.6689 -2.0278 -0.9602
C: 3.1220 -1.6930 -0.7326
O: 3.6031 -0.7622 -1.6077
H: 0.4080 -3.1109 -0.0754
H: 1.4724 -2.2633 -2.0008
H: 1.0321 -1.1802 -0.7185
H: 3.7329 -2.5311 -0.8572
H: 3.2423 -1.2311 0.2076
H: 4.5821 -0.8139 -1.5904
O: -0.1377 3.7513 -1.2293
C: -1.1929 4.4517 -2.0593
C: -2.5831 4.5754 -1.4175
O: -3.5452 4.8069 -2.4491
H: -0.1169 2.7878 -1.3299
H: -0.7430 5.4502 -2.2203
H: -1.1713 3.9074 -3.0152
H: -2.7735 5.3125 -0.7120
H: -2.6138 3.6501 -0.8043
H: -3.2792 5.6253 -2.9267
O: -2.0681 -1.4379 -3.5558
C: -1.7851 -0.8462 -2.3477
C: -2.7157 0.3951 -2.2512
O: -2.3513 1.3102 -1.2632
H: -1.3232 -1.9778 -3.8306
H: -1.8967 -1.5186 -1.5677
H: -0.7036 -0.6149 -2.4082
H: -3.6849 -0.0691 -2.3158
H: -2.5906 0.8776 -3.2237
H: -2.8670 2.1120 -1.4268
O: 0.6705 1.3188 0.1068
C: 0.8390 0.8618 1.4813
C: -0.5191 0.7717 2.1357
O: -1.3314 0.1250 1.1784
H: 1.4989 1.4102 -0.3909
H: 1.2473 -0.1718 1.4429
H: 1.3832 1.5915 2.0174
H: -0.9394 1.7369 2.5476
H: -0.4793 0.1221 3.0392
H: -1.0773 0.6472 0.4169
O: -4.4440 -0.8017 -0.0547
H: -3.6644 -0.2548 -0.3028
H: -4.2781 -1.3885 0.7198
O: -0.8943 -2.6820 0.9284
H: -1.0690 -1.7517 1.0537
H: -1.7238 -3.0651 0.6152
O: 3.4685 1.8298 -0.5194
H: 3.8543 0.9755 -0.8156
H: 3.1299 2.2400 -1.2831

Results
- total energy (a.u.) = -1841.02911
- structure (SMILES) = OCCO.OCCO.OCCO.OCCO.OCCO.OCCO.OCCO.O.O.O
- HOMO (eV) = -9.6119
- energy above the lowest of the compared OMol25 structures with the same formula, charge and spin (kcal/mol) = 149.1
- LUMO level (eV) = 0.266
- gap between HOMO and LUMO (hartree) = 0.3630